Record 1
Below is a molecular structure, C13H15CoIOS3SbSi at a distorted geometry, with properties calculated with ωB97M-V/def2-TZVPD.

Positions of all 36 atoms, in Å:
Co1 0.192 -0.183 0.424
S1 3.100 -2.346 3.503
Sb1 2.633 -0.293 2.568
S2 2.435 -0.476 0.096
S3 0.183 -0.040 2.684
I1 -2.505 -0.165 -0.165
C1 -2.345 1.946 0.123
C2 -3.512 2.671 0.159
C3 -3.456 4.066 0.218
C4 -2.239 4.691 0.209
C5 -1.033 3.953 0.199
C6 0.205 4.615 0.198
C7 1.364 3.882 0.200
C8 1.328 2.492 0.236
C9 0.150 1.743 0.231
C10 -1.061 2.518 0.182
H1 -4.464 2.162 0.141
H2 -4.377 4.636 0.253
H3 -2.180 5.773 0.234
H4 0.222 5.701 0.197
H5 2.323 4.387 0.193
H6 2.279 1.976 0.249
C11 2.144 -4.128 0.215
Si1 0.590 -3.343 -0.571
C12 1.054 -3.001 -2.415
C13 -0.772 -4.695 -0.607
O1 0.008 -2.045 0.094
H7 2.457 -5.036 -0.297
H8 1.983 -4.366 1.263
H9 2.974 -3.426 0.184
H10 1.409 -3.892 -2.928
H11 1.842 -2.253 -2.456
H12 0.203 -2.609 -2.970
H13 -0.415 -5.580 -1.125
H14 -1.664 -4.344 -1.117
H15 -1.058 -4.988 0.398

Values from the calculation:
total charge = -2
E_HOMO (spin up / spin down) = -0.54 / -0.60 eV
multiplicity = 3
LUMO (spin up / spin down) = 0.1507 / 0.1504 hartree
gap between HOMO and LUMO (spin up / spin down) = 4.64 / 4.69 eV

=====

Record 2
Below is 3 unconnected molecules or ions with the total composition C13H15F16IO5S, with properties calculated with ωB97M-V/def2-TZVPD.

Positions of all 51 atoms, in Å:
C1 -3.660 -1.074 5.220
C2 -3.870 -2.279 4.296
C3 -5.038 -3.204 4.595
I1 -5.102 -3.785 6.675
O1 -6.290 -2.737 4.126
S1 -7.109 -1.520 4.872
O2 -8.475 -1.794 4.511
O3 -6.562 -0.333 3.918
H1 -3.560 -0.157 4.645
H2 -4.493 -0.929 5.908
H3 -2.755 -1.191 5.812
H4 -2.980 -2.909 4.288
H5 -4.014 -1.948 3.263
H6 -4.918 -4.159 4.098
H7 -6.585 -0.618 2.989
C4 -0.791 2.508 1.930
C5 -1.202 1.442 2.953
C6 -0.085 0.735 3.732
F1 0.704 0.032 2.896
F2 -0.653 -0.130 4.601
F3 -2.011 0.525 2.388
F4 -1.923 2.108 3.909
O4 -0.743 2.069 0.587
C7 0.413 1.636 0.007
C8 0.226 0.240 -0.608
F5 -0.148 -0.636 0.345
F6 1.404 -0.173 -1.125
F7 1.453 1.652 0.860
F8 0.716 2.474 -1.010
H8 -1.590 3.246 1.959
H9 0.135 2.993 2.238
H10 0.519 1.456 4.288
H11 -0.528 0.275 -1.396
C9 5.684 -0.018 -5.963
C10 4.560 -0.604 -6.827
C11 3.585 0.384 -7.481
F9 2.898 1.062 -6.540
F10 2.702 -0.305 -8.235
F11 3.875 -1.540 -6.148
F12 5.189 -1.216 -7.880
O5 5.443 -0.029 -4.570
C12 4.923 1.046 -3.915
C13 3.675 0.653 -3.106
F13 2.729 0.172 -3.936
F14 3.192 1.756 -2.497
F15 4.663 2.075 -4.740
F16 5.844 1.479 -3.017
H12 6.528 -0.690 -6.110
H13 5.966 0.971 -6.324
H14 4.123 1.091 -8.119
H15 3.934 -0.100 -2.361

Values from the calculation:
E_HOMO = -9.57 eV
LUMO = 0.0132 hartree
gap between HOMO and LUMO = 9.93 eV

=====

Record 3
Below is a molecular structure, C13H15IIrN6O6S at a distorted geometry, with properties calculated with ωB97M-V/def2-TZVPD.

Positions of all 43 atoms, in Å:
Ir1 0.113 0.411 -1.502
N1 -1.443 2.262 -2.284
N2 -2.714 1.761 -2.602
C1 -2.905 0.433 -2.688
N3 -4.100 -0.095 -2.863
N4 -1.777 -0.274 -2.597
N5 -1.681 -1.594 -2.482
O1 -2.599 -2.325 -2.729
O2 -0.560 -1.944 -2.127
H1 -1.478 2.885 -1.479
H2 -1.016 2.741 -3.077
H3 -3.500 2.402 -2.651
H4 -4.942 0.458 -2.870
H5 -4.174 -1.109 -2.923
O3 0.692 2.222 -0.233
N6 1.842 2.316 0.358
C2 1.980 3.241 1.325
C3 3.179 3.421 1.974
C4 4.276 2.630 1.628
C5 4.124 1.681 0.641
C6 2.891 1.523 -0.004
S1 2.691 0.387 -1.275
H6 1.098 3.829 1.533
H7 3.256 4.171 2.743
H8 5.226 2.752 2.123
H9 4.937 1.034 0.346
O4 0.693 0.511 -3.911
H10 0.290 -0.163 -4.470
H11 1.624 0.553 -4.148
I1 -0.098 -5.223 5.488
C7 -0.350 -3.811 3.935
C8 -0.195 -4.218 2.610
C9 -0.308 -3.284 1.600
C10 -0.582 -1.949 1.913
C11 -0.775 -1.554 3.235
C12 -0.660 -2.487 4.248
C13 -0.455 -0.942 0.811
O5 -1.410 -0.418 0.218
O6 0.731 -0.690 0.492
H12 0.044 -5.242 2.369
H13 -0.176 -3.589 0.571
H14 -1.004 -0.526 3.476
H15 -0.787 -2.187 5.276

Values from the calculation:
total charge = +2
E_HOMO (spin up / spin down) = -12.88 / -12.87 eV
multiplicity = 2
LUMO (spin up / spin down) = -0.3440 / -0.3264 hartree
gap between HOMO and LUMO (spin up / spin down) = 3.52 / 3.98 eV

=====

Record 4
Below is a molecular structure, C13H15IN3O5PdSi at a distorted geometry, with properties calculated with ωB97M-V/def2-TZVPD.

Positions of all 39 atoms, in Å:
Pd1 -0.127 0.111 -0.290
O1 5.719 -0.301 1.941
C1 4.415 -0.142 1.572
C2 3.387 -0.818 2.219
C3 2.095 -0.600 1.787
N1 1.842 0.217 0.769
C4 2.817 0.880 0.150
C5 4.136 0.734 0.534
C6 2.395 1.861 -0.973
O2 3.310 2.564 -1.416
O3 1.169 1.856 -1.282
C7 0.883 -1.223 2.521
O4 1.158 -2.022 3.417
O5 -0.262 -0.815 2.150
H1 5.750 -0.913 2.684
H2 3.560 -1.497 3.046
H3 4.913 1.293 0.031
I1 -5.416 3.610 1.162
C8 -3.809 2.329 1.021
C9 -3.024 1.870 2.053
N2 -2.113 1.055 1.505
N3 -2.272 0.943 0.170
C10 -3.298 1.720 -0.137
H4 -3.050 2.080 3.109
H5 -1.409 0.438 1.963
H6 -3.630 1.820 -1.158
C11 0.673 -2.972 -1.304
Si1 -0.242 -1.472 -1.890
C12 0.565 -0.844 -3.431
C13 -1.970 -1.987 -2.321
H7 0.581 -3.763 -2.056
H8 0.269 -3.337 -0.355
H9 1.732 -2.746 -1.154
H10 0.510 -1.614 -4.209
H11 1.612 -0.591 -3.248
H12 0.070 0.062 -3.788
H13 -1.905 -2.760 -3.094
H14 -2.551 -1.148 -2.712
H15 -2.500 -2.396 -1.457

Values from the calculation:
total charge = -1
E_HOMO (spin up / spin down) = -4.52 / -4.52 eV
relative energy (zero: lowest compared OMol25 entry of this formula, charge and spin) = 90.0 kJ/mol
LUMO (spin up / spin down) = 0.0758 / 0.0758 hartree
gap between HOMO and LUMO (spin up / spin down) = 6.58 / 6.58 eV

=====

Record 5
Below is 2 unconnected molecules or ions with the total composition C13H15N at a distorted geometry, with properties calculated with ωB97M-V/def2-TZVPD.

Positions of all 29 atoms, in Å:
C1 -4.615 0.143 -0.164
C2 -3.989 1.111 0.708
C3 -3.900 -0.700 -0.998
C4 -2.565 1.136 0.837
C5 -2.491 -0.684 -0.896
C6 -1.987 0.172 0.043
C7 2.547 1.131 -0.292
C8 2.906 -0.366 -0.158
C9 1.005 -0.609 1.571
C10 0.685 0.129 0.377
C11 1.587 -1.029 0.234
C12 3.444 2.295 -0.393
C13 1.327 -2.377 -0.354
N1 1.336 1.316 0.061
H1 -5.587 0.305 -0.386
H2 -4.640 1.805 1.271
H3 -4.342 -1.291 -1.816
H4 -2.085 1.745 1.572
H5 -1.747 -1.401 -1.395
H6 3.141 -0.686 -1.162
H7 3.734 -0.546 0.459
H8 1.563 -0.214 2.410
H9 0.153 -1.329 1.930
H10 3.230 3.145 0.311
H11 3.138 2.994 -1.339
H12 4.449 2.045 -0.618
H13 1.962 -3.312 -0.064
H14 1.543 -2.377 -1.526
H15 0.197 -2.552 -0.222

Values from the calculation:
E_HOMO (spin up / spin down) = -8.03 / -7.69 eV
relative energy (zero: lowest compared OMol25 entry of this formula, charge and spin) = 713.6 kJ/mol
LUMO (spin up / spin down) = 0.0115 / 0.0210 hartree
gap between HOMO and LUMO (spin up / spin down) = 8.34 / 8.26 eV

=====

Record 6
Below is a molecular structure, C13H15N3O2S at a distorted geometry, with properties calculated with ωB97M-V/def2-TZVPD.

Positions of all 34 atoms, in Å:
O1 -0.335 3.787 -0.358
N1 0.609 1.000 -1.328
O2 -3.131 -4.161 -2.285
S1 1.684 -0.376 0.702
C1 0.418 3.017 0.230
C2 0.642 -0.241 -0.738
C3 -2.020 -2.123 -2.661
C4 -1.346 -3.478 -0.827
C5 -1.020 -1.123 -2.269
C6 -0.426 -2.472 -0.495
C7 -2.201 -3.271 -1.894
C8 -0.213 -1.330 -1.217
N2 0.730 3.530 1.439
N3 1.760 1.551 1.991
C9 -4.011 -4.515 -1.245
C10 2.936 3.603 2.606
C11 1.351 2.065 -0.501
C12 2.159 1.342 0.611
C13 1.547 2.942 2.397
H1 -2.540 -2.119 -3.562
H2 -1.423 -4.313 -0.146
H3 -0.865 -0.253 -2.798
H4 0.133 -2.711 0.419
H5 -0.115 4.147 1.692
H6 2.221 0.988 2.676
H7 -4.619 -5.381 -1.647
H8 -4.630 -3.769 -0.826
H9 -3.415 -4.883 -0.430
H10 3.628 3.242 1.855
H11 3.412 3.444 3.577
H12 2.853 4.661 2.490
H13 2.028 2.723 -1.186
H14 3.122 1.604 0.304
H15 1.076 2.874 3.423

Values from the calculation:
E_HOMO = -8.34 eV
relative energy (zero: lowest compared OMol25 entry of this formula, charge and spin) = 436.0 kJ/mol
LUMO = 0.0135 hartree
gap between HOMO and LUMO = 8.70 eV

=====

Record 7
Below is a single C13H15N3O7S molecule at a distorted geometry, with properties calculated with ωB97M-V/def2-TZVPD.

Positions of all 39 atoms, in Å:
N1 3.083 1.073 -2.779
C1 2.853 2.039 -1.671
C2 3.705 1.600 -0.430
S1 3.431 -0.166 0.075
C3 1.664 -0.277 0.559
C4 1.559 -1.356 1.671
C5 0.287 -2.118 1.216
O1 -0.254 -3.013 1.832
N2 -0.155 -1.768 -0.046
C6 -1.181 -2.451 -0.846
O2 -2.437 -1.768 -0.779
C7 -3.175 -1.932 0.433
N3 -3.629 -0.628 0.879
C8 -2.896 0.345 1.505
O3 -1.684 0.364 1.586
C9 -3.763 1.218 2.304
C10 -5.049 0.732 2.122
C11 -4.940 -0.437 1.252
O4 -5.867 -1.160 0.972
C12 0.712 -0.804 -0.517
O5 0.827 -0.625 -1.733
C13 3.290 3.480 -2.045
O6 3.437 4.362 -1.204
O7 3.537 3.609 -3.366
H1 2.313 0.376 -2.785
H2 3.971 0.616 -2.660
H3 1.793 2.029 -1.398
H4 4.775 1.711 -0.656
H5 3.479 2.284 0.408
H6 1.311 0.652 0.870
H7 2.449 -2.024 1.703
H8 1.388 -0.890 2.648
H9 -1.310 -3.457 -0.495
H10 -0.859 -2.486 -1.896
H11 -2.569 -2.396 1.219
H12 -4.017 -2.624 0.264
H13 -3.436 1.999 2.958
H14 -5.962 1.174 2.518
H15 3.319 2.719 -3.687

Values from the calculation:
E_HOMO = -9.41 eV
relative energy (zero: lowest compared OMol25 entry of this formula, charge and spin) = 0.0 kJ/mol
LUMO = -0.0443 hartree
gap between HOMO and LUMO = 8.21 eV

=====

Record 8
Below is a molecular structure, C13H15N5ORhS2 at a distorted geometry, with properties calculated with ωB97M-V/def2-TZVPD.

Positions of all 37 atoms, in Å:
Rh1 0.637 -1.686 0.693
N1 0.384 -1.140 3.075
C1 0.843 0.234 3.301
C2 0.380 1.141 2.156
N2 0.820 0.681 0.831
C3 2.138 1.154 0.387
C4 3.277 0.239 0.843
N3 3.016 -1.126 0.385
H1 0.823 -1.778 3.734
H2 -0.622 -1.197 3.232
H3 0.444 0.650 4.236
H4 1.931 0.230 3.375
H5 -0.714 1.149 2.160
H6 0.738 2.161 2.342
H7 0.138 1.022 0.155
H8 2.139 1.169 -0.708
H9 2.322 2.173 0.750
H10 4.217 0.638 0.438
H11 3.357 0.236 1.930
H12 3.164 -1.193 -0.622
H13 3.648 -1.789 0.828
S1 0.518 -1.387 -1.833
C5 -0.978 -0.557 -2.017
C6 -1.209 0.132 -3.212
C7 -2.398 0.807 -3.432
C8 -2.606 1.509 -4.646
N4 -2.766 2.075 -5.627
C9 -3.405 0.796 -2.436
C10 -3.187 0.117 -1.247
C11 -1.984 -0.554 -1.011
S2 -1.765 -1.321 0.518
C12 -4.624 1.486 -2.649
N5 -5.612 2.039 -2.816
H14 -0.439 0.139 -3.969
H15 -3.952 0.107 -0.486
O1 0.410 -4.676 0.565
C13 0.920 -3.682 0.780

Values from the calculation:
total charge = +1
E_HOMO (spin up / spin down) = -11.61 / -11.71 eV
relative energy (zero: lowest compared OMol25 entry of this formula, charge and spin) = 33.8 kJ/mol
multiplicity = 5
LUMO (spin up / spin down) = -0.1212 / -0.2283 hartree
gap between HOMO and LUMO (spin up / spin down) = 8.31 / 5.50 eV

=====

Record 9
Below is a molecular structure, C13H15N8O2S2Zn, with properties calculated with ωB97M-V/def2-TZVPD.

Positions of all 41 atoms, in Å:
Zn1 -1.557 -1.451 -0.553
C1 2.819 -2.770 -3.368
C2 1.474 -3.369 -3.197
N1 1.052 -4.473 -3.714
N2 -0.236 -4.596 -3.262
C3 -0.631 -3.598 -2.480
S1 -2.129 -3.388 -1.727
N3 0.462 -2.797 -2.435
N4 0.476 -1.608 -1.714
H1 3.418 -3.435 -3.984
H2 3.314 -2.640 -2.404
H3 2.759 -1.799 -3.863
H4 -0.785 -5.401 -3.518
H5 0.895 -0.871 -2.270
H6 0.976 -1.730 -0.833
N5 2.347 4.017 3.177
C4 1.659 2.865 2.910
C5 2.119 1.967 1.935
C6 1.405 0.823 1.648
C7 0.220 0.558 2.327
C8 -0.246 1.435 3.307
C9 0.465 2.577 3.589
S2 -0.685 -0.893 2.013
O1 0.071 -1.699 1.012
O2 -1.040 -1.552 3.223
N6 -2.009 -0.510 1.141
C10 -2.284 0.689 0.524
N7 -2.357 0.538 -0.829
C11 -2.859 1.550 -1.538
C12 -3.194 2.742 -0.937
C13 -2.939 2.843 0.427
N8 -2.504 1.828 1.166
H7 3.290 4.111 2.844
H8 2.118 4.540 4.003
H9 3.051 2.169 1.420
H10 1.778 0.114 0.922
H11 -1.161 1.214 3.841
H12 0.108 3.262 4.349
H13 -2.952 1.400 -2.606
H14 -3.600 3.565 -1.505
H15 -3.107 3.775 0.955

Values from the calculation:
total charge = +1
E_HOMO = -10.87 eV
relative energy (zero: lowest compared OMol25 entry of this formula, charge and spin) = 34.6 kJ/mol
LUMO = -0.1008 hartree
gap between HOMO and LUMO = 8.13 eV

=====

Record 10
Below is a molecular structure, C13H15N8O5STc at a distorted geometry, with properties calculated with ωB97M-V/def2-TZVPD.

Positions of all 43 atoms, in Å:
Tc1 0.082 0.234 0.106
O1 -0.636 -0.851 -2.039
C1 -1.717 -0.037 -2.475
C2 -2.730 -0.022 -1.334
N1 -2.121 0.441 -0.071
C3 -2.369 1.860 0.204
C4 -1.435 2.318 1.365
O2 -1.716 3.244 2.071
O3 -0.355 1.603 1.482
C5 -2.614 -0.359 1.057
C6 -1.738 -1.649 1.165
O4 -2.231 -2.728 1.331
O5 -0.491 -1.356 1.059
H1 -0.044 -1.039 -2.777
H2 -2.179 -0.479 -3.363
H3 -1.374 0.979 -2.707
H4 -3.075 -1.049 -1.193
H5 -3.582 0.605 -1.607
H6 -3.405 2.049 0.502
H7 -2.146 2.473 -0.672
H8 -3.668 -0.618 0.952
H9 -2.475 0.193 1.992
C7 4.853 0.715 2.773
C8 4.589 -0.046 1.541
N2 5.465 -0.643 0.810
N3 4.816 -1.182 -0.238
C9 3.499 -0.915 -0.193
S1 2.279 -1.277 -1.265
N4 3.333 -0.193 0.961
N5 2.085 0.192 1.427
H10 5.916 0.668 2.992
H11 4.302 0.308 3.619
H12 4.574 1.761 2.650
H13 5.320 -1.719 -0.930
H14 1.728 -0.478 2.119
H15 2.127 1.116 1.867
N6 0.524 1.730 -1.002
C10 0.498 2.690 -1.679
C11 0.405 3.772 -2.484
C12 -0.070 4.981 -1.947
N7 -0.488 5.944 -1.488
C13 0.710 3.631 -3.847
N8 0.943 3.456 -4.956

Values from the calculation:
total charge = +1
E_HOMO (spin up / spin down) = -12.20 / -12.17 eV
relative energy (zero: lowest compared OMol25 entry of this formula, charge and spin) = 87.7 kJ/mol
multiplicity = 4
LUMO (spin up / spin down) = -0.1863 / -0.2216 hartree
gap between HOMO and LUMO (spin up / spin down) = 7.13 / 6.14 eV

=====

Record 11
Below is 2 unconnected molecules or ions with the total composition C13H15NO at a distorted geometry, with properties calculated with ωB97M-V/def2-TZVPD.

Positions of all 30 atoms, in Å:
C1 -1.362 -0.862 0.988
C2 2.169 -1.455 -2.838
C3 1.041 -2.096 -2.453
C4 2.516 -0.326 -2.027
C5 0.169 -1.755 -1.425
C6 1.587 0.234 -1.149
C7 0.496 -0.571 -0.721
C8 0.754 0.292 2.162
C9 0.678 -0.895 3.052
C10 -2.078 1.148 -0.974
C11 -1.537 2.145 1.239
C12 -0.999 1.379 0.089
C13 -0.387 -0.046 0.373
N1 -2.060 -1.606 1.511
O1 1.350 1.284 2.228
H1 2.771 -1.882 -3.604
H2 0.509 -2.885 -3.028
H3 3.533 0.093 -2.182
H4 -0.629 -2.325 -1.091
H5 1.852 1.018 -0.493
H6 -0.086 -1.674 2.763
H7 1.743 -1.167 3.142
H8 0.345 -0.540 4.056
H9 -2.863 0.828 -0.356
H10 -2.275 2.052 -1.601
H11 -1.812 0.357 -1.616
H12 -2.279 1.642 1.875
H13 -0.806 2.793 1.856
H14 -2.165 2.907 0.784
H15 -0.178 1.910 -0.559

Values from the calculation:
E_HOMO = -8.22 eV
relative energy (zero: lowest compared OMol25 entry of this formula, charge and spin) = 285.1 kJ/mol
LUMO = 0.0160 hartree
gap between HOMO and LUMO = 8.65 eV

=====

Record 12
Below is a single C13H15NO4S2 molecule at a distorted geometry, with properties calculated with ωB97M-V/def2-TZVPD.

Positions of all 35 atoms, in Å:
C1 4.383 -0.026 0.426
C2 3.131 -0.666 -0.321
C3 3.127 0.170 -1.617
C4 3.460 -2.160 -0.508
C5 1.845 -0.496 0.489
C6 1.588 0.674 1.146
C7 0.210 0.903 1.708
O1 0.082 2.065 2.170
C8 -0.961 0.134 1.202
C9 -2.335 0.731 1.300
C10 -3.429 -0.008 0.761
O2 -4.617 0.485 0.801
S1 -4.836 1.910 -0.093
N1 -4.848 1.239 -1.578
O3 -3.678 2.792 -0.275
O4 -6.150 2.612 0.009
C11 -3.223 -1.280 0.226
C12 -1.966 -1.760 0.153
C13 -0.864 -1.147 0.630
S2 0.715 -1.832 0.591
H1 4.469 -0.129 1.484
H2 5.369 -0.371 0.100
H3 4.425 1.042 0.195
H4 2.269 -0.382 -2.206
H5 2.917 1.224 -1.574
H6 4.077 -0.104 -2.178
H7 4.222 -2.298 -1.270
H8 2.691 -2.649 -0.924
H9 3.656 -2.463 0.522
H10 2.249 1.573 1.003
H11 -2.375 1.713 1.806
H12 -4.012 1.511 -1.976
H13 -5.670 1.697 -1.969
H14 -4.043 -1.960 -0.040
H15 -1.881 -2.745 -0.193

Values from the calculation:
E_HOMO = -8.60 eV
relative energy (zero: lowest compared OMol25 entry of this formula, charge and spin) = 94.7 kJ/mol
LUMO = -0.0200 hartree
gap between HOMO and LUMO = 8.06 eV